Entry from the OMol25 dataset: 2 unconnected molecules or ions with the total composition C3H6Cl2Si at a distorted geometry (wB97M-V/def2-TZVPD).

SMILES = C[SiH](Cl)Cl.C#C
Energy relative to the best compared isomer or geometry (same formula, charge and spin) = 67.4 kcal per mole
Highest occupied orbital energy = -0.3837 hartree
Orbital gap = 11.19 eV

Geometry as ORCA input:
```
! wB97M-V def2-TZVPD RIJCOSX def2/J DEFGRID3
* xyz 0 1
C -2.9613 0.0761 0.0823
Si -1.0099 0.3685 0.0003
Cl 0.1007 -1.3591 -0.2993
Cl -0.4204 1.6868 -1.3968
H -3.3382 -0.6925 0.9026
H -3.3172 1.0079 0.2234
H -3.2050 -0.3354 -0.8279
H -0.8322 1.0374 1.3640
C 3.5715 -0.7052 0.4984
C 3.8687 -0.1326 -0.5488
H 3.0148 -0.8794 1.3982
H 4.5286 -0.0723 -1.3963
*
```